Molecular formula: C44H126N16O21
Method: DFT, ωB97M-V/def2-TZVPD

Atoms and positions in Å:
C (-2.22, -25.64, -6.56)
O (-1.20, -26.30, -6.79)
N (-3.33, -25.75, -7.21)
N (-2.44, -24.80, -5.65)
H (-4.22, -25.36, -6.93)
H (-3.38, -26.38, -8.00)
H (-3.35, -24.46, -5.37)
H (-1.64, -24.69, -5.03)
C (5.51, -32.50, -10.06)
O (5.53, -32.26, -11.26)
N (5.02, -31.62, -9.22)
N (5.93, -33.58, -9.51)
H (4.92, -31.85, -8.24)
H (4.45, -30.88, -9.61)
H (6.56, -34.13, -10.07)
H (5.87, -33.58, -8.50)
C (4.43, -25.14, -0.66)
O (4.61, -25.78, 0.31)
N (5.38, -24.56, -1.33)
N (3.27, -25.02, -1.17)
H (6.30, -24.44, -0.93)
H (5.34, -24.29, -2.30)
H (2.54, -25.38, -0.58)
H (3.13, -24.47, -2.01)
C (4.20, -23.65, -5.06)
O (4.56, -24.21, -4.08)
N (3.85, -22.41, -5.11)
N (3.99, -24.26, -6.18)
H (3.50, -22.03, -5.97)
H (3.92, -21.83, -4.29)
H (4.18, -25.24, -6.33)
H (3.83, -23.58, -6.92)
C (1.88, -27.83, 0.52)
O (1.48, -26.68, 0.48)
N (3.08, -28.24, 0.26)
N (1.07, -28.79, 0.86)
H (3.40, -29.20, 0.28)
H (3.79, -27.52, 0.21)
H (1.41, -29.74, 0.90)
H (0.12, -28.62, 1.16)
C (5.97, -30.18, -0.79)
O (4.92, -30.47, -0.27)
N (6.81, -29.40, -0.18)
N (6.32, -30.44, -2.03)
H (7.72, -29.18, -0.55)
H (6.41, -29.08, 0.69)
H (7.03, -29.87, -2.47)
H (5.71, -31.09, -2.51)
C (2.38, -29.66, -7.48)
C (1.47, -28.42, -7.77)
O (1.43, -27.59, -6.66)
H (3.40, -29.42, -7.19)
H (2.31, -30.32, -8.34)
H (2.00, -30.19, -6.61)
H (0.50, -28.66, -8.21)
H (1.99, -27.84, -8.53)
H (0.62, -27.10, -6.75)
C (1.97, -27.70, -3.25)
C (3.39, -28.02, -3.56)
O (3.49, -28.63, -4.84)
H (1.95, -27.35, -2.22)
H (1.36, -28.60, -3.27)
H (1.52, -26.90, -3.84)
H (3.81, -28.75, -2.87)
H (3.93, -27.07, -3.49)
H (3.08, -28.00, -5.43)
C (-0.26, -32.92, -1.61)
C (-0.03, -34.14, -0.75)
O (-0.32, -35.23, -1.55)
H (-0.21, -32.06, -0.95)
H (-1.15, -33.05, -2.23)
H (0.53, -32.82, -2.36)
H (-0.66, -34.20, 0.14)
H (0.99, -34.14, -0.36)
H (-1.27, -35.33, -1.52)
C (3.34, -32.72, -2.35)
C (2.94, -31.40, -2.96)
O (3.93, -31.10, -3.89)
H (3.02, -33.50, -3.04)
H (2.91, -32.76, -1.35)
H (4.39, -32.85, -2.09)
H (2.93, -30.70, -2.13)
H (1.91, -31.50, -3.31)
H (3.68, -30.20, -4.09)
C (7.84, -23.36, -3.96)
C (8.99, -22.53, -3.30)
O (10.04, -22.50, -4.26)
H (8.24, -24.38, -4.03)
H (7.69, -22.93, -4.95)
H (6.86, -23.53, -3.52)
H (9.36, -23.06, -2.42)
H (8.71, -21.51, -3.03)
H (9.96, -21.81, -4.92)
C (5.03, -34.23, -5.96)
C (5.65, -32.85, -6.04)
O (4.63, -31.93, -6.36)
H (4.39, -34.25, -5.08)
H (5.74, -35.05, -5.84)
H (4.39, -34.57, -6.77)
H (6.47, -32.88, -6.75)
H (5.99, -32.59, -5.03)
H (4.30, -31.59, -5.53)
C (0.74, -23.42, -7.73)
C (1.72, -22.55, -8.53)
O (2.53, -21.84, -7.61)
H (1.26, -24.22, -7.21)
H (0.05, -23.99, -8.36)
H (0.05, -22.89, -7.07)
H (1.14, -21.81, -9.08)
H (2.30, -23.17, -9.21)
H (2.88, -21.05, -8.03)
C (2.34, -30.49, -11.74)
O (3.44, -29.66, -11.34)
C (4.34, -29.40, -12.46)
C (5.59, -28.77, -11.86)
N (5.49, -27.35, -11.49)
C (4.96, -27.15, -10.19)
C (4.58, -25.65, -10.05)
O (3.64, -25.15, -11.05)
C (2.45, -25.87, -11.02)
H (1.75, -29.97, -12.48)
H (1.78, -30.74, -10.83)
H (2.70, -31.42, -12.18)
H (3.91, -28.83, -13.28)
H (4.60, -30.40, -12.81)
H (6.23, -28.81, -12.74)
H (6.04, -29.51, -11.20)
H (4.98, -26.81, -12.17)
H (5.68, -27.33, -9.39)
H (4.07, -27.76, -10.08)
H (5.45, -24.99, -10.11)
H (4.20, -25.40, -9.06)
H (1.98, -25.90, -10.03)
H (2.57, -26.86, -11.44)
H (1.80, -25.44, -11.78)
C (0.39, -23.81, -3.86)
O (-0.77, -24.50, -3.42)
C (-0.64, -24.72, -2.04)
C (-1.95, -25.33, -1.59)
N (-2.32, -26.62, -2.16)
C (-1.30, -27.65, -1.89)
C (-1.91, -28.99, -2.35)
O (-2.18, -29.16, -3.74)
C (-0.97, -29.40, -4.51)
H (1.17, -24.57, -3.86)
H (0.69, -22.96, -3.24)
H (0.27, -23.44, -4.88)
H (-0.63, -23.81, -1.44)
H (0.19, -25.37, -1.74)
H (-2.68, -24.53, -1.61)
H (-1.82, -25.50, -0.52)
H (-2.21, -26.50, -3.15)
H (-1.20, -27.80, -0.81)
H (-0.37, -27.44, -2.41)
H (-2.87, -29.06, -1.84)
H (-1.24, -29.80, -2.05)
H (-1.12, -29.85, -5.49)
H (-0.27, -29.99, -3.93)
H (-0.45, -28.46, -4.72)
C (-0.69, -33.15, -5.56)
O (-0.20, -33.42, -6.88)
C (1.14, -33.14, -7.04)
C (1.60, -33.55, -8.47)
N (1.32, -34.96, -8.82)
C (1.53, -35.01, -10.32)
C (1.48, -36.42, -10.93)
O (0.31, -37.10, -10.47)
C (0.22, -38.39, -10.98)
H (-0.69, -32.08, -5.35)
H (-0.10, -33.76, -4.88)
H (-1.76, -33.31, -5.43)
H (1.74, -33.60, -6.26)
H (1.16, -32.05, -7.02)
H (2.65, -33.30, -8.56)
H (0.99, -32.95, -9.15)
H (0.42, -35.27, -8.48)
H (2.55, -34.64, -10.43)
H (0.90, -34.30, -10.87)
H (2.40, -36.86, -10.54)
H (1.45, -36.39, -12.02)
H (-0.28, -38.29, -11.94)
H (-0.45, -39.04, -10.43)
H (1.19, -38.88, -11.12)
C (10.31, -30.03, -0.53)
O (9.33, -29.43, -1.30)
C (9.73, -28.11, -1.87)
C (8.49, -27.55, -2.49)
N (8.05, -28.39, -3.58)
C (6.79, -27.78, -4.05)
C (6.81, -28.02, -5.56)
O (7.98, -27.52, -6.17)
C (7.88, -26.18, -6.64)
H (10.25, -29.66, 0.50)
H (11.24, -29.79, -1.04)
H (10.22, -31.11, -0.40)
H (10.54, -28.11, -2.60)
H (10.06, -27.34, -1.17)
H (8.82, -26.60, -2.91)
H (7.69, -27.20, -1.84)
H (8.77, -28.35, -4.29)
H (6.63, -26.71, -3.92)
H (5.99, -28.36, -3.60)
H (5.93, -27.56, -6.00)
H (6.63, -29.05, -5.88)
H (7.42, -25.54, -5.89)
H (7.26, -26.23, -7.53)
H (8.85, -25.75, -6.87)

Properties
Kohn-Sham gap (eV): 8.4
Relative energy (zero: lowest compared OMol25 entry of this formula, charge and spin) (eV): 0.0000
Highest occupied orbital energy (eV): -8.38
2S+1: 1
Net charge: 0